{"formula": "C61H57ClF10O4S", "method": "ωB97M-V with the def2-TZVPD basis set", "species": ["C", "C", "F", "C", "O", "S", "O", "O", "O", "C", "C", "C", "C", "Cl", "H", "H", "H", "H", "H", "H", "H", "H", "H", "H", "H", "H", "F", "C", "C", "C", "C", "C", "C", "H", "H", "H", "H", "H", "F", "C", "C", "C", "C", "C", "C", "H", "H", "H", "H", "H", "F", "C", "C", "C", "C", "C", "C", "H", "H", "H", "H", "H", "F", "C", "C", "C", "C", "C", "C", "H", "H", "H", "H", "H", "F", "C", "C", "C", "C", "C", "C", "H", "H", "H", "H", "H", "F", "C", "C", "C", "C", "C", "C", "H", "H", "H", "H", "H", "F", "C", "C", "C", "C", "C", "C", "H", "H", "H", "H", "H", "F", "C", "C", "C", "C", "C", "C", "H", "H", "H", "H", "H", "F", "C", "C", "C", "C", "C", "C", "H", "H", "H", "H", "H"], "coordinates": [[1.957581, -5.138751, -2.767307], [0.846297, -4.302886, -3.393284], [1.323236, -3.523069, -4.424806], [-0.306916, -5.130499, -3.973011], [-1.170128, -4.107575, -4.615497], [-2.226852, -3.583307, -3.542035], [-3.505690, -3.969361, -4.017487], [-2.122356, -2.215219, -3.254178], [-1.810937, -4.546702, -2.335980], [-1.267070, -5.737309, -2.990655], [-0.720870, -6.606344, -1.876735], [-0.188058, -7.985068, -2.285121], [-1.063464, -8.778126, -3.236628], [-0.883114, -8.343515, -4.957189], [2.019210, -4.881504, -1.716521], [2.887416, -4.861627, -3.236511], [1.752819, -6.195598, -2.848449], [0.424217, -3.624514, -2.656591], [-0.017187, -5.719298, -4.825373], [-2.140720, -6.230431, -3.407782], [0.074124, -6.081472, -1.356302], [-1.514856, -6.712012, -1.146551], [-0.147422, -8.577462, -1.374170], [0.836248, -7.932766, -2.628531], [-0.752885, -9.811150, -3.171058], [-2.101406, -8.768795, -2.927667], [-1.233759, 3.391114, -1.120429], [-2.302621, 2.560525, -1.097317], [-3.294750, 2.777300, -0.164103], [-4.390497, 1.927499, -0.144083], [-4.472571, 0.875061, -1.045579], [-3.460269, 0.673028, -1.973846], [-2.366557, 1.524849, -2.005401], [-3.206445, 3.599376, 0.534302], [-5.180712, 2.087331, 0.577153], [-5.326604, 0.211247, -1.024434], [-3.519984, -0.149416, -2.672899], [-1.570271, 1.389230, -2.725298], [4.754438, -6.182944, -3.404446], [5.710590, -5.528125, -2.714466], [5.717039, -5.621071, -1.337184], [6.700837, -4.950595, -0.625510], [7.652383, -4.193822, -1.295693], [7.624081, -4.110672, -2.680982], [6.649334, -4.785946, -3.400560], [4.960873, -6.211682, -0.834664], [6.724224, -5.019660, 0.454127], [8.416330, -3.669141, -0.737550], [8.362579, -3.518212, -3.203721], [6.614186, -4.740267, -4.480938], [1.082574, 2.752739, 2.298340], [1.334699, 4.033954, 1.959352], [2.163157, 4.788708, 2.765504], [2.424356, 6.105321, 2.412752], [1.849064, 6.647086, 1.271945], [1.013941, 5.872859, 0.477454], [0.756591, 4.552665, 0.818063], [2.594489, 4.348639, 3.655510], [3.075780, 6.709235, 3.030378], [2.050582, 7.673815, 1.002265], [0.562608, 6.297256, -0.408937], [0.117198, 3.932449, 0.208953], [1.522239, 8.500013, 4.933159], [0.240700, 8.228253, 5.258740], [-0.486802, 9.168962, 5.958959], [-1.805059, 8.887888, 6.288228], [-2.370630, 7.674093, 5.923436], [-1.620374, 6.740180, 5.223228], [-0.305377, 7.018427, 4.881981], [-0.024107, 10.105913, 6.239925], [-2.391370, 9.617796, 6.830449], [-3.396765, 7.457290, 6.185061], [-2.059492, 5.792661, 4.941225], [0.294131, 6.307249, 4.328446], [2.942733, -7.272476, -0.102197], [2.353415, -7.353142, 1.113465], [1.928938, -8.582599, 1.574708], [1.328300, -8.658683, 2.822956], [1.152305, -7.510178, 3.582958], [1.580421, -6.281444, 3.097794], [2.190423, -6.202843, 1.856064], [2.069390, -9.464506, 0.963004], [0.997426, -9.616211, 3.202029], [0.680392, -7.573224, 4.554355], [1.441422, -5.390472, 3.685221], [2.539421, -5.257787, 1.463907], [-5.313595, 7.041208, 4.568703], [-5.990244, 8.157346, 4.901567], [-6.581416, 8.238632, 6.146489], [-7.273400, 9.391043, 6.488508], [-7.372839, 10.438419, 5.583960], [-6.774434, 10.336015, 4.336008], [-6.072910, 9.190859, 3.990640], [-6.498477, 7.407885, 6.835107], [-7.735873, 9.470567, 7.463033], [-7.916453, 11.334394, 5.852338], [-6.853576, 11.150136, 3.628367], [-5.592246, 9.095411, 3.026114], [1.387388, 8.587482, -1.400421], [2.317724, 9.493546, -1.764136], [3.320609, 9.824981, -0.875542], [4.275929, 10.754306, -1.258467], [4.211988, 11.343644, -2.513223], [3.193077, 10.999587, -3.390102], [2.239401, 10.064082, -3.018008], [3.350185, 9.360513, 0.100684], [5.071621, 11.018805, -0.575307], [4.956928, 12.070990, -2.807035], [3.139622, 11.460673, -4.367042], [1.441742, 9.776371, -3.689848], [-5.591137, -9.978615, -5.723187], [-5.520439, -8.697689, -6.143153], [-4.830716, -7.778193, -5.379762], [-4.753863, -6.462287, -5.813124], [-5.374550, -6.085297, -6.996128], [-6.067491, -7.024057, -7.747942], [-6.139285, -8.343265, -7.323800], [-4.360818, -8.093752, -4.456932], [-4.211643, -5.731430, -5.228472], [-5.316790, -5.058125, -7.330519], [-6.554546, -6.729623, -8.667970], [-6.667697, -9.091729, -7.899302], [1.779747, -3.391479, 2.912029], [2.930786, -2.774154, 3.260221], [3.902698, -2.581549, 2.299670], [5.081465, -1.945258, 2.657405], [5.274995, -1.521368, 3.964645], [4.286037, -1.729018, 4.915791], [3.100311, -2.356058, 4.563334], [3.735216, -2.924733, 1.286629], [5.849532, -1.779822, 1.913898], [6.197049, -1.028162, 4.241327], [4.437142, -1.401923, 5.935448], [2.313509, -2.519822, 5.287820]], "forces_ev_per_angstrom": [[-0.5, 0.7, 0.0], [-0.2, -0.8, 0.4], [0.3, 0.0, -0.2], [-0.3, 1.7, -1.1], [-0.1, 0.1, 0.9], [-1.5, -0.8, -1.3], [-0.7, -0.7, -0.1], [1.4, 1.1, 0.9], [0.2, 0.7, -0.4], [0.1, -0.5, 1.5], [0.4, 0.0, 0.0], [-0.6, 0.3, 0.2], [0.6, -0.5, 0.4], [-0.2, 0.1, 0.0], [0.2, -0.1, 0.2], [0.3, -0.2, -0.2], [0.3, -0.2, -0.2], [0.0, 0.2, 0.0], [0.3, -0.6, 0.1], [0.2, -0.1, -0.8], [0.1, 0.2, 0.1], [-0.3, -0.1, 0.1], [0.1, -0.1, 0.2], [0.2, 0.0, -0.4], [0.1, -0.3, -0.1], [-0.3, 0.3, -0.2], [-0.2, -0.1, -0.2], [-0.2, -0.2, 0.0], [0.0, 0.2, 0.2], [0.0, -0.1, -0.1], [-0.1, 0.0, 0.0], [-0.1, 0.0, 0.1], [0.2, 0.0, -0.2], [0.0, 0.0, 0.0], [0.0, 0.0, 0.0], [0.0, 0.0, 0.0], [0.0, 0.0, 0.0], [0.0, 0.0, 0.0], [0.1, -0.1, -0.1], [0.2, 0.1, 0.2], [-0.2, -0.1, 0.1], [0.0, 0.1, -0.1], [0.1, 0.0, 0.0], [0.0, 0.0, 0.1], [0.0, 0.0, -0.3], [0.0, 0.0, -0.1], [0.0, 0.0, 0.0], [0.0, 0.0, 0.0], [0.0, 0.0, 0.0], [0.0, 0.0, 0.0], [0.0, 0.0, 0.0], [0.1, 0.3, -0.1], [0.1, -0.1, 0.2], [0.0, 0.0, -0.1], [0.0, 0.1, 0.0], [0.1, 0.0, 0.1], [-0.1, -0.1, 0.0], [0.0, 0.0, 0.0], [0.0, 0.0, 0.0], [0.0, 0.0, 0.0], [0.0, 0.0, 0.0], [0.1, 0.0, 0.1], [0.0, 0.0, 0.0], [-0.3, 0.0, 0.1], [0.1, 0.2, 0.1], [0.0, -0.1, -0.1], [-0.1, 0.0, 0.1], [0.0, 0.1, 0.1], [0.2, -0.2, -0.1], [0.0, 0.0, 0.0], [0.0, 0.0, 0.0], [0.0, 0.0, 0.0], [0.0, 0.0, 0.0], [0.0, 0.0, 0.0], [0.0, 0.0, -0.1], [-0.2, 0.0, 0.3], [0.0, -0.2, -0.2], [0.0, 0.1, 0.0], [0.0, 0.0, 0.0], [-0.1, -0.4, 0.1], [0.1, 0.2, -0.2], [0.0, 0.0, 0.0], [0.0, 0.0, 0.0], [0.0, 0.0, 0.0], [0.0, 0.0, 0.0], [0.0, 0.0, 0.0], [0.0, -0.1, 0.0], [-0.1, 0.2, 0.1], [0.0, -0.2, 0.2], [0.0, 0.1, -0.1], [0.0, 0.1, 0.0], [0.0, 0.0, 0.1], [0.1, 0.0, -0.2], [0.0, 0.0, 0.0], [0.0, 0.0, 0.0], [0.0, 0.0, 0.0], [0.0, 0.0, 0.0], [0.0, 0.0, 0.0], [0.0, 0.0, 0.0], [0.2, 0.2, -0.1], [0.0, -0.1, 0.2], [-0.1, 0.0, -0.1], [0.1, 0.1, 0.0], [0.1, 0.0, 0.1], [-0.2, 0.0, -0.2], [0.0, 0.0, 0.0], [0.0, 0.0, 0.0], [0.0, 0.0, 0.0], [0.0, 0.0, 0.0], [0.0, 0.0, 0.0], [0.0, 0.0, 0.0], [0.0, 0.2, -0.1], [0.1, 0.0, 0.1], [0.0, 0.0, -0.1], [0.0, 0.0, 0.0], [0.1, 0.0, 0.1], [-0.1, -0.1, -0.1], [0.0, 0.0, 0.0], [-0.1, 0.0, 0.0], [0.0, 0.0, 0.0], [0.0, 0.0, 0.0], [0.0, 0.0, 0.0], [0.0, 0.3, 0.0], [0.2, 0.2, 0.0], [-0.1, -0.1, -0.2], [0.0, 0.0, 0.1], [0.1, 0.0, 0.0], [0.1, 0.0, -0.1], [-0.2, -0.1, 0.2], [0.0, 0.0, 0.0], [0.0, 0.0, 0.0], [0.0, 0.0, 0.0], [0.0, 0.0, 0.0], [0.0, 0.0, 0.0]], "lowdin_charge": [0.01, -0.31, 0.02, -0.19, -0.15, 0.58, -0.23, -0.20, -0.15, -0.29, -0.12, -0.24, -0.56, 0.62, 0.08, 0.08, 0.06, 0.15, 0.14, 0.14, 0.11, 0.13, 0.11, 0.10, 0.07, 0.08, 0.03, -0.28, -0.02, -0.09, -0.09, -0.07, -0.01, 0.12, 0.10, 0.10, 0.09, 0.12, 0.05, -0.29, -0.01, -0.08, -0.10, -0.08, -0.01, 0.10, 0.10, 0.10, 0.11, 0.12, 0.05, -0.28, -0.03, -0.10, -0.09, -0.06, 0.00, 0.12, 0.10, 0.08, 0.10, 0.09, 0.05, -0.28, -0.02, -0.08, -0.10, -0.07, -0.01, 0.12, 0.10, 0.09, 0.11, 0.10, 0.04, -0.28, -0.02, -0.08, -0.08, -0.07, -0.01, 0.12, 0.11, 0.10, 0.09, 0.10, 0.05, -0.30, -0.02, -0.08, -0.10, -0.08, -0.01, 0.12, 0.10, 0.10, 0.10, 0.12, 0.05, -0.28, -0.02, -0.08, -0.10, -0.08, -0.02, 0.10, 0.11, 0.10, 0.10, 0.12, 0.05, -0.29, -0.02, -0.07, -0.09, -0.08, -0.02, 0.10, 0.07, 0.10, 0.10, 0.12, 0.04, -0.28, -0.02, -0.08, -0.09, -0.08, -0.01, 0.11, 0.10, 0.10, 0.11, 0.12], "energy_ha": -4516.60175, "gap_ev": 9.40}